[1]
87
Properties=species:S:1:pos:R:3:forces:R:3 method="wB97M-V/def2-TZVPD" multiplicity=1 gap_ha=0.17186 total_charge=-2 relative_energy_kj_mol=110.1 fmax_ev_per_a=2.1 total_energy_ev=-168339.6312 homo_ha=-0.06464
Ba -1.5260 0.3852 -0.4868 1.0 0.1 1.8
Cl -0.0549 1.8244 -7.6226 0.0 -0.1 0.1
C -0.4455 0.9658 -6.1473 0.0 0.0 0.0
C -0.7409 1.6991 -5.0102 -0.1 0.0 0.1
C -1.0720 1.0857 -3.7951 0.0 0.1 0.1
N -1.3735 1.7864 -2.6003 0.0 0.5 -1.1
C -1.2928 3.1158 -2.5237 0.0 -0.1 -0.2
O -0.9333 3.9630 -3.3626 0.0 -0.1 0.1
C -1.7068 3.6944 -1.1655 -0.2 -0.1 0.0
C -1.4095 5.0294 -0.9047 0.0 0.0 0.1
C -1.7777 5.5768 0.3101 0.0 0.0 0.0
C -2.4733 4.7903 1.2219 0.1 0.1 -0.1
C -2.7492 3.4810 0.8737 -0.1 -0.2 -0.2
N -2.3642 2.9299 -0.2827 -0.2 1.0 -0.1
C -1.1112 -0.3405 -3.7496 -0.1 -0.2 0.1
C -0.7965 -1.0495 -4.9125 -0.1 0.0 0.1
C -0.4641 -0.4149 -6.0952 0.0 0.0 0.0
Cl -0.0779 -1.3899 -7.4930 0.0 0.0 0.0
N -1.3370 -0.9879 -2.5173 0.0 -0.6 -1.4
C -1.7123 -2.2768 -2.4720 0.2 0.2 -0.1
O -2.2314 -2.9792 -3.3472 0.1 -0.1 0.0
C -1.3871 -2.9677 -1.1396 0.0 0.1 0.1
C -1.4168 -4.3581 -1.0950 0.0 0.0 0.0
C -1.0155 -5.0014 0.0632 0.0 0.0 0.0
C -0.6041 -4.2438 1.1508 0.0 -0.1 0.0
C -0.6288 -2.8666 1.0343 -0.1 0.2 -0.1
N -1.0111 -2.2400 -0.0822 0.1 -0.7 -0.1
H -0.7093 2.7736 -5.0537 0.0 0.0 0.0
H -0.8873 5.5885 -1.6675 0.0 0.0 0.0
H -1.5248 6.6036 0.5494 0.0 0.0 0.0
H -2.7885 5.1744 2.1840 0.0 0.0 0.0
H -3.2967 2.8252 1.5461 0.0 0.0 0.0
H -0.8090 -2.1267 -4.8851 0.0 0.0 0.0
H -1.7426 -4.8848 -1.9801 0.0 0.0 0.0
H -1.0153 -6.0840 0.1173 0.0 0.0 0.0
H -0.2689 -4.7051 2.0707 0.0 0.0 0.0
H -0.3228 -2.2263 1.8582 0.0 0.0 -0.1
Se -0.2874 2.4006 2.8330 -0.1 -0.3 0.4
N 0.3252 2.5066 1.1860 0.1 -0.1 0.1
C 0.9777 3.6542 1.0979 0.0 0.1 -0.1
C 1.6408 4.1110 -0.0868 -0.1 0.0 0.1
C 2.2664 5.3096 -0.0510 0.0 0.1 0.1
C 2.2784 6.1207 1.1387 0.0 0.0 -0.2
C 1.6698 5.7236 2.2808 -0.1 -0.1 0.0
C 0.9907 4.4604 2.2966 0.2 0.2 -0.1
N 0.3564 3.9584 3.3468 0.0 0.1 -0.2
H 1.6122 3.5022 -0.9837 0.0 0.0 0.1
H 2.7641 5.6732 -0.9410 0.0 0.0 0.0
H 2.7913 7.0743 1.1151 0.0 0.0 0.0
H 1.6786 6.3332 3.1768 0.0 -0.1 0.0
C -5.1664 0.8519 2.3413 -0.1 0.1 0.0
Si -3.6789 -0.2986 1.8438 -0.5 0.1 0.7
C -2.9342 -0.5294 3.6201 0.1 -0.1 0.1
C -4.6169 -1.9724 1.6655 0.0 -0.2 -0.1
H -5.9002 0.3154 2.9647 0.1 0.1 -0.1
H -5.6958 1.2477 1.4640 0.0 0.0 0.1
H -4.8164 1.7158 2.9279 0.0 -0.1 -0.1
H -3.7016 -0.8078 4.3612 0.1 0.0 -0.1
H -2.4599 0.3973 3.9700 0.0 -0.1 0.0
H -2.1555 -1.3058 3.6329 -0.1 0.1 0.0
H -5.2421 -2.1911 2.5468 0.1 0.0 -0.1
H -3.9125 -2.8069 1.5332 -0.1 0.1 0.0
H -5.2683 -1.9603 0.7810 0.1 0.0 0.1
C 2.9538 0.3195 3.5019 0.1 0.0 0.0
C 2.0933 -0.0717 2.3171 0.0 0.1 -0.1
N 2.7349 -0.2044 1.1514 -0.1 0.0 0.2
O 0.8800 -0.2298 2.4562 0.1 -0.2 -0.2
H 3.7434 1.0172 3.2149 0.0 -0.1 0.0
H 3.4171 -0.5781 3.9159 0.0 0.0 0.0
H 2.3244 0.7706 4.2650 0.0 0.0 0.0
H 3.7313 -0.0930 1.0971 0.0 0.0 0.1
H 2.2839 -0.5199 0.2806 0.0 0.0 0.1
O 4.4828 -7.3134 0.5558 -0.1 0.0 -0.1
C 5.1190 -6.1046 0.5965 -0.2 0.0 -0.1
O 6.2149 -6.0695 1.0960 0.2 0.1 0.1
C 4.4012 -4.9542 0.0132 0.0 0.0 0.0
C 3.0617 -4.9862 -0.3993 -0.1 0.0 0.0
C 2.4415 -3.8804 -0.9418 0.1 0.1 0.0
C 3.1231 -2.6487 -1.1168 0.1 -0.2 0.2
S 2.3311 -1.2657 -1.7784 0.1 -0.1 -0.1
C 4.4768 -2.6355 -0.6835 -0.2 0.0 -0.1
C 5.0875 -3.7468 -0.1383 0.0 0.1 0.0
H 3.6509 -7.2060 0.0799 0.0 0.0 0.0
H 2.4552 -5.8813 -0.2742 0.0 0.0 0.0
H 1.3995 -3.9271 -1.2359 0.0 0.0 0.0
H 5.0328 -1.7123 -0.8055 0.0 0.0 0.0
H 6.1230 -3.7118 0.1827 0.0 0.0 0.0

---

[2]
88
Properties=species:S:1:pos:R:3:forces:R:3 method="wB97M-V/def2-TZVPD" multiplicity=1 gap_ha="0.21709 / 0.21699" total_charge=+1 relative_energy_kj_mol=0.0 fmax_ev_per_a=4.0 total_energy_ev=-247400.8720 homo_ha="-0.36215 / -0.35927"
Zr -0.1738 1.0033 -0.0497 -0.1 1.0 0.9
Br 2.9561 3.5087 2.8570 0.8 0.0 0.2
C 1.1391 3.7755 2.9705 -2.2 -0.6 -0.6
C 0.5394 4.7164 3.8066 -1.0 0.9 0.8
C -0.8560 4.8587 3.8851 1.5 -0.6 -0.4
Br -1.5559 6.1198 5.0782 -0.1 0.2 0.2
C -1.7166 4.0693 3.0771 0.7 -0.4 -0.5
C -3.1158 4.1214 3.1101 -0.8 -0.4 -0.7
C -3.8428 3.3180 2.2209 -0.1 0.8 1.0
C -3.1818 2.4939 1.3190 1.8 -0.4 -0.2
N -1.8312 2.3768 1.2760 -0.5 0.6 0.5
C -1.1007 3.1378 2.1503 -1.0 0.8 1.0
C 0.3017 2.9677 2.1841 1.4 0.0 -0.4
O 0.8468 2.0402 1.4066 -0.7 0.0 0.1
H 1.1569 5.3626 4.4449 -0.3 -0.4 -0.3
H -3.6104 4.8021 3.8120 0.1 -0.4 -0.3
H -4.9400 3.2990 2.2244 0.6 0.2 0.0
H -3.7549 1.8839 0.6248 0.2 0.1 0.1
S -1.6727 -0.5648 1.4216 0.2 -0.7 -0.9
C -1.3587 -1.9807 0.3446 -0.2 -0.4 0.5
N -1.8636 -3.2054 0.6021 -0.6 1.7 2.3
N -2.5289 -3.2903 1.7921 1.8 0.8 -1.9
C -3.3798 -4.3277 1.9921 -1.7 -2.1 0.7
C -4.0901 -4.3681 3.2287 0.6 0.6 -0.7
C -5.0098 -5.3686 3.4538 -0.2 -0.6 -0.2
C -5.2389 -6.3478 2.4670 0.1 0.2 0.2
C -4.5420 -6.3092 1.2556 -0.1 -0.2 0.1
C -3.6040 -5.3193 1.0009 0.3 0.8 0.5
N -0.7708 -1.9580 -0.8748 0.2 2.3 -0.8
N -0.3899 -0.7843 -1.4051 -1.2 -3.0 2.4
C 0.0558 -0.9061 -2.7024 0.5 -0.9 -1.8
C 0.2998 0.2445 -3.4780 -0.3 -0.2 0.7
C 0.7451 0.1301 -4.7752 0.1 0.0 -0.7
C 0.9568 -1.1317 -5.3428 -0.1 -0.3 0.4
C 0.7220 -2.2871 -4.5780 -0.2 0.0 0.1
C 0.2585 -2.1924 -3.2602 0.0 0.5 -0.3
H -2.4207 -2.6360 2.5797 0.2 0.1 -0.9
H -3.9311 -3.5720 3.9827 0.0 -0.6 -0.5
H -5.5349 -5.3987 4.4122 0.1 -0.1 -0.4
H -5.9597 -7.1464 2.6413 0.2 0.3 0.0
H -4.7378 -7.0754 0.4969 0.1 0.3 0.3
H -3.0210 -5.2602 0.0721 -0.5 -0.2 0.5
H 0.1616 1.2314 -3.0301 0.0 -0.3 -0.3
H 0.9307 1.0358 -5.3631 -0.1 -0.4 0.2
H 1.3017 -1.2402 -6.3710 -0.1 0.1 0.3
H 0.8692 -3.2761 -5.0346 0.0 0.5 0.3
H 0.0040 -3.0492 -2.6222 0.4 0.3 -0.7
C 5.1693 -0.0041 -2.2788 0.2 0.1 -0.4
Si 5.2855 -0.9043 -0.6519 0.4 0.0 0.4
C 6.6669 -0.1935 0.4165 0.3 0.3 -0.1
C 5.5917 -2.7260 -0.9418 0.3 -0.6 -0.2
C 3.7096 -0.9021 0.4000 -1.1 0.4 0.2
C 3.7127 -1.6538 1.5707 -0.2 -0.4 0.4
C 2.5637 -1.7840 2.4007 0.6 0.0 0.1
C 1.4031 -1.1512 2.0159 0.7 -0.4 -0.3
N 1.3676 -0.4600 0.8645 0.2 0.7 -0.6
C 2.4687 -0.2391 0.1041 0.9 -1.2 1.1
S 2.2814 0.9088 -1.1753 -0.7 0.0 0.3
H 6.0963 -0.2238 -2.8687 -0.7 0.2 0.4
H 5.0705 1.0948 -2.1432 0.1 -0.7 -0.2
H 4.2952 -0.3846 -2.8385 0.4 0.3 0.1
H 7.6135 -0.2180 -0.1741 -0.5 0.0 0.5
H 6.8154 -0.7958 1.3335 0.0 0.3 -0.4
H 6.4784 0.8687 0.7062 0.1 -0.8 -0.2
H 6.5241 -2.9065 -1.5281 -0.7 0.1 0.4
H 4.7339 -3.1570 -1.4990 0.5 0.1 0.2
H 5.6916 -3.2861 0.0143 -0.1 0.3 -0.6
H 4.6425 -2.1808 1.8708 -0.7 0.4 -0.2
H 2.6046 -2.3665 3.3344 0.0 0.4 -0.6
H 0.4778 -1.1991 2.5890 0.3 0.0 -0.2
N -3.7745 -0.4051 -0.9332 0.4 0.3 0.0
C -3.2717 0.5944 -1.6940 0.2 -0.3 0.6
N -2.2093 1.3442 -1.3298 -1.3 -0.2 -1.7
C -2.1005 2.3900 -2.2644 -1.2 -0.1 -1.0
C -2.9967 2.3781 -3.3236 1.4 0.8 1.1
S -4.0632 1.0474 -3.1955 0.3 -0.2 0.9
C -1.0742 3.3826 -2.0104 1.0 1.5 -0.4
C -0.9466 4.6338 -2.5719 -1.2 -1.1 0.0
S 0.4682 5.4433 -2.0339 0.1 -0.8 0.5
C 0.8639 4.0304 -1.0664 0.6 -0.6 0.3
N -0.0230 3.0212 -1.1371 -0.2 1.4 -0.7
N 2.0057 3.9793 -0.3525 -0.4 0.3 -0.3
H -3.3480 -0.5786 -0.0083 -0.2 0.1 -0.6
H -4.5177 -1.0071 -1.2575 0.2 0.2 0.0
H -3.0818 3.1282 -4.1168 0.1 -0.6 0.4
H -1.6754 5.1194 -3.2379 0.6 -0.3 0.5
H 2.6574 4.7545 -0.3776 -0.3 -0.3 0.0
H 2.3126 3.1069 0.0854 -0.3 0.3 -0.2

---

[3]
78
Properties=species:S:1:pos:R:3:forces:R:3 method="wB97M-V/def2-TZVPD" multiplicity=1 gap_ha=0.22542 total_charge=+1 relative_energy_kj_mol=65.8 fmax_ev_per_a=0.6 total_energy_ev=-90400.9155 homo_ha=-0.39257
Ta -0.3724 1.0082 0.5223 0.3 0.3 0.3
Cl 2.7143 6.0374 -0.0349 0.0 0.0 0.0
C 1.2868 5.1024 0.1999 0.0 0.0 0.0
C 0.3196 5.0575 -0.8073 0.0 0.0 0.0
C -0.7972 4.2704 -0.6463 0.0 0.0 0.0
C -0.9900 3.5142 0.5236 0.0 -0.1 0.0
C -2.0207 2.4446 0.6156 0.1 -0.2 -0.1
C -0.0463 3.6542 1.5527 0.0 -0.1 0.0
C 1.0925 4.4363 1.3930 0.0 0.0 0.0
H 0.4627 5.6362 -1.7098 0.0 0.0 0.0
H -1.5451 4.2382 -1.4277 0.0 0.0 0.0
H -2.7350 2.4516 -0.2047 0.0 0.0 0.0
H -2.5329 2.3952 1.5758 0.0 0.0 0.0
H -0.2207 3.1793 2.5096 0.0 0.0 0.0
H 1.8168 4.5236 2.1919 0.0 0.0 0.0
N -2.1864 -7.5276 -4.4708 0.0 0.0 0.0
C -2.0669 -6.5620 -3.8608 0.0 0.1 0.1
C -1.9148 -5.3446 -3.1039 0.0 -0.1 0.0
C -1.2873 -5.3815 -1.8587 0.0 0.0 0.0
C -1.0987 -4.2095 -1.1539 0.0 0.0 0.0
C -1.5315 -2.9948 -1.6974 0.2 0.0 0.0
C -2.1835 -2.9677 -2.9318 -0.1 0.0 0.0
C -2.3769 -4.1427 -3.6309 -0.1 0.0 -0.1
C -1.2026 -1.7771 -1.0302 -0.3 0.0 0.0
C -0.9187 -0.7318 -0.4678 0.0 0.2 0.3
H -0.9450 -6.3254 -1.4577 0.0 0.0 0.0
H -0.5960 -4.2232 -0.1962 0.0 0.0 0.0
H -2.5096 -2.0248 -3.3509 0.0 0.0 0.0
H -2.8627 -4.1284 -4.5970 0.0 0.0 0.0
C 4.4592 1.0462 1.5226 0.0 0.1 0.1
C 3.2693 1.3184 2.4028 0.2 0.1 0.0
C 3.3692 2.0829 3.5522 -0.2 -0.1 0.0
C 2.2804 2.2347 4.4339 0.2 0.0 -0.1
C 2.4361 2.9872 5.7277 0.0 0.0 -0.1
C 1.0592 1.6731 4.1048 -0.1 0.4 0.3
C 0.9206 0.9581 2.9199 0.1 -0.4 -0.2
C 2.0332 0.7264 2.1072 -0.1 0.0 0.0
N -0.3145 0.5072 2.4105 -0.3 -0.1 -0.5
C -1.3904 -0.0452 3.2907 0.0 -0.1 0.0
C -2.0833 1.0802 4.0908 0.0 0.1 0.0
C -0.7703 -1.0870 4.2184 0.0 0.0 0.0
C -2.4097 -0.7385 2.3895 -0.1 0.1 0.0
H 5.2667 1.7459 1.7292 0.0 0.0 0.0
H 4.1970 1.1189 0.4667 0.0 0.0 0.0
H 4.8374 0.0364 1.6940 0.0 0.0 0.0
H 4.3224 2.5304 3.8097 0.0 0.0 0.0
H 3.3588 3.5639 5.7425 0.0 0.0 0.0
H 2.4623 2.2919 6.5683 0.0 0.0 0.0
H 1.6007 3.6678 5.8926 0.0 0.0 0.0
H 0.2132 1.8101 4.7709 0.1 0.0 -0.1
H 1.9772 -0.0282 1.3283 0.0 0.0 0.0
H -1.7766 2.0718 3.7554 0.0 0.0 0.0
H -1.8619 1.0046 5.1556 0.0 0.0 0.0
H -3.1650 1.0221 3.9781 0.0 0.0 0.0
H -0.0564 -0.6414 4.9115 0.0 0.0 0.0
H -0.2611 -1.8585 3.6388 0.0 0.0 0.0
H -1.5592 -1.5590 4.8052 0.0 0.0 0.0
H -2.8399 -0.0508 1.6503 0.0 -0.1 0.1
H -3.2357 -1.0990 3.0019 0.0 0.0 0.0
H -1.9693 -1.5832 1.8654 0.0 0.0 0.0
S -2.5496 0.3423 -4.6896 0.0 0.0 0.1
C -1.1551 0.4816 -3.8377 0.2 0.0 -0.1
S -0.8729 1.7773 -2.6977 0.0 0.1 0.0
C 0.6641 1.0777 -2.2762 -0.1 0.1 0.1
N 0.9739 0.0419 -2.9577 0.0 0.0 0.0
N -0.0082 -0.2703 -3.8525 -0.1 -0.1 -0.1
C 0.1806 -1.4913 -4.5952 0.1 0.2 0.0
C 0.7971 -2.5567 -3.9552 0.1 -0.1 0.0
C 0.9572 -3.7522 -4.6364 0.0 0.1 0.0
C 0.5056 -3.8737 -5.9444 0.0 0.0 0.0
C -0.0745 -2.7859 -6.5825 0.0 -0.1 0.0
C -0.2319 -1.5807 -5.9131 -0.1 0.0 0.0
S 1.5524 1.6330 -0.8673 0.0 0.0 0.1
H 1.1583 -2.4389 -2.9429 0.0 0.0 0.0
H 1.4366 -4.5889 -4.1450 0.0 0.0 0.0
H 0.6229 -4.8108 -6.4723 0.0 0.0 0.0
H -0.4001 -2.8702 -7.6105 0.0 0.0 0.0
H -0.6780 -0.7299 -6.4049 0.0 0.0 0.0